Formula: C9H8N2O2
Source: OMol25
Level of theory: the ωB97M-V functional and the def2-TZVPD basis

ORCA input file:
```
! RIJCOSX wB97M-V def2-TZVPD def2/J DEFGRID3
* xyz 0 1
O -2.548 3.300 0.757
O 2.468 -2.294 0.735
C -1.536 2.551 0.684
C -0.374 2.937 -0.108
C 0.685 2.056 -0.247
C -0.575 -0.846 1.718
C 0.651 0.729 0.405
C -0.499 0.406 1.167
C 0.498 -1.774 1.587
C 1.743 -0.178 0.341
N -1.537 1.351 1.338
N 1.605 -1.425 0.885
C 2.984 0.132 -0.499
H -0.463 3.924 -0.560
H 1.500 2.418 -0.872
H -1.465 -1.124 2.234
H 0.517 -2.772 2.060
H -2.415 1.047 1.671
H 2.736 0.699 -1.435
H 3.621 0.752 0.088
H 3.518 -0.775 -0.835
*
```

Calculated values
SMILES ... Cc1c2ccc(=O)[nH]c2cc[n+]1[O-]
LUMO ... -0.546 eV
Gap between HOMO and LUMO ... 7.68 eV
ΔE to the lowest compared entry with this formula, charge and spin ... 2.5274 eV
HOMO level ... -8.23 eV